The following is a quantum chemistry calculation of a molecular structure, C38H50AsBN2O4S3Ti at a distorted geometry, from the OMol25 dataset.

The geometry in XYZ format:
```
100
Properties=species:S:1:pos:R:3:forces:R:3
Ti -0.15026 -0.67019 0.86039 -0.11 -0.77 -0.89
C -3.22645 -1.90250 1.37077 -0.08 -0.04 0.06
O -2.31534 -0.81867 1.53993 0.11 0.03 -0.13
C -2.84603 0.45380 1.65947 0.03 0.04 0.03
C -4.19808 0.74154 1.67776 -0.04 -0.12 -0.03
C -4.60144 2.06413 1.80358 0.01 0.07 0.01
C -3.66489 3.08219 1.91564 -0.03 0.00 -0.01
C -2.31162 2.78419 1.91467 -0.04 0.02 -0.11
C -1.89992 1.46781 1.77881 0.27 0.23 0.27
N -0.53011 1.05516 1.81803 -0.08 0.66 0.37
N 0.24273 1.83148 2.46995 -0.20 0.20 -0.04
C 1.51976 1.47865 2.74827 -0.27 -0.39 -0.20
C 1.97862 0.14467 2.64170 0.34 0.30 0.16
O 1.25448 -0.80171 2.10607 -0.01 -0.02 0.15
C 3.25253 -0.18504 3.18410 -0.18 -0.21 -0.10
C 4.04290 0.77004 3.72665 0.10 0.02 0.05
C 3.63876 2.13480 3.80510 -0.10 0.04 -0.03
C 4.48612 3.11652 4.35244 0.05 0.01 0.02
C 4.07915 4.42216 4.43216 0.02 0.01 0.01
C 2.80600 4.78153 3.96495 -0.03 -0.04 -0.02
C 1.96429 3.84083 3.42298 -0.04 0.08 0.00
C 2.36218 2.49693 3.33359 0.07 -0.02 0.03
H -3.88998 -1.97702 2.23265 0.00 0.03 0.01
H -2.60368 -2.78664 1.31496 0.05 -0.04 -0.01
H -3.81058 -1.77573 0.45772 0.02 0.00 -0.01
H -4.93790 -0.04168 1.59294 0.01 0.01 0.00
H -5.65796 2.29557 1.81339 0.01 -0.01 0.00
H -3.99060 4.10865 2.01240 0.00 0.00 0.00
H -1.56305 3.55827 2.01029 0.00 -0.02 0.02
H 3.56280 -1.22036 3.12377 0.03 0.02 0.02
H 5.01987 0.50598 4.11531 -0.01 -0.02 -0.01
H 5.46519 2.81986 4.70931 -0.01 0.01 0.00
H 4.73161 5.17537 4.85278 0.01 -0.01 0.00
H 2.48397 5.81269 4.02993 0.00 0.00 0.00
H 0.98783 4.12725 3.05847 0.02 -0.01 0.01
C -1.83678 -5.07511 -0.47990 0.01 -0.03 0.01
C -0.69813 -4.39491 -1.22599 0.01 0.10 0.04
S 0.23242 -2.98855 -0.53910 -0.01 -0.04 -0.07
C 1.55092 -3.66899 0.49101 0.03 0.06 0.01
C 1.22324 -4.31100 1.84075 0.02 0.05 0.06
S -0.13578 -3.55714 2.79260 0.04 -0.04 -0.06
C -1.04717 -5.03919 3.30875 -0.02 0.08 -0.02
C -2.06194 -5.60300 2.32422 0.09 -0.05 0.02
S -1.35619 -6.27847 0.79044 -0.06 0.00 -0.01
H -2.39819 -5.63633 -1.22934 -0.03 0.00 0.01
H -2.52813 -4.35640 -0.04831 0.00 0.05 0.02
H -1.10132 -3.97474 -2.15066 0.02 -0.01 -0.01
H 0.05606 -5.12494 -1.52363 0.02 0.00 0.01
H 2.19207 -2.79514 0.62637 0.00 -0.01 -0.01
H 2.10864 -4.38137 -0.11862 0.01 0.01 -0.01
H 2.12582 -4.26104 2.45105 0.01 -0.01 0.00
H 0.96713 -5.35639 1.70323 -0.02 0.02 -0.03
H -1.56182 -4.74446 4.22545 -0.01 -0.01 0.00
H -0.32049 -5.80143 3.58946 0.01 0.00 0.01
H -2.81674 -4.86434 2.06028 -0.01 0.02 0.00
H -2.58482 -6.43069 2.80645 -0.01 0.00 -0.01
C 3.47705 2.88299 -1.54642 -0.04 0.01 0.00
C 3.28408 1.47413 -1.02247 0.09 -0.03 0.02
C 4.33175 1.16141 0.04004 -0.04 -0.02 -0.04
O 1.99291 1.39008 -0.36709 -0.13 0.03 0.09
B 1.47541 0.12114 -0.56540 0.01 -0.15 0.05
O 2.20687 -0.54830 -1.53136 -0.04 -0.04 0.06
C 3.17088 0.37032 -2.11326 0.03 0.05 -0.05
C 2.57623 0.88122 -3.41984 0.00 -0.02 0.02
C 4.45654 -0.38418 -2.39319 -0.03 -0.01 0.04
H 3.51340 3.57696 -0.70591 0.01 0.00 -0.01
H 2.66104 3.18389 -2.20212 0.02 0.00 0.01
H 4.41621 2.96338 -2.09735 -0.01 0.00 0.00
H 4.20979 1.86062 0.86895 0.01 0.00 -0.01
H 5.34353 1.26234 -0.35508 -0.01 0.00 0.01
H 4.20317 0.14841 0.42707 0.02 0.03 -0.01
H 1.64017 1.41628 -3.24935 0.01 0.00 -0.01
H 2.37388 0.03218 -4.07354 -0.01 0.00 0.00
H 3.26964 1.54845 -3.93299 -0.02 0.00 -0.01
H 4.83153 -0.88037 -1.49972 0.00 0.01 -0.02
H 5.22441 0.29586 -2.76701 0.01 -0.01 0.00
H 4.27251 -1.14291 -3.15401 0.01 0.00 -0.01
C -0.86996 -0.63994 -3.13445 0.08 0.01 0.08
As -1.41086 0.29883 -1.52022 -0.07 -0.07 0.20
C -0.94008 2.14912 -1.87992 0.05 -0.01 0.04
C -3.37470 0.40853 -1.79470 0.06 -0.01 -0.02
C -3.75982 0.92546 -3.14639 0.00 0.01 -0.04
C -3.92246 0.05774 -4.22453 -0.01 0.02 0.01
C -4.24338 0.54166 -5.48418 0.00 -0.01 0.00
C -4.40748 1.90458 -5.68639 0.00 0.01 0.02
C -4.25996 2.77793 -4.61778 0.00 -0.01 -0.01
C -3.94063 2.29107 -3.35887 -0.01 -0.01 0.00
H -1.08075 -0.04696 -4.02213 -0.01 0.04 0.02
H -1.42335 -1.57729 -3.19892 0.01 -0.01 0.02
H 0.19338 -0.85781 -3.05741 0.01 -0.01 -0.02
H -1.15284 2.41303 -2.91397 -0.01 -0.04 -0.02
H 0.11250 2.29829 -1.64904 -0.01 0.02 -0.01
H -1.53400 2.78352 -1.22090 0.01 -0.01 0.02
H -3.74943 1.06009 -1.00532 -0.01 -0.01 0.03
H -3.77758 -0.59317 -1.62980 0.01 0.00 0.01
H -3.80595 -1.00998 -4.07426 0.00 0.00 0.00
H -4.37170 -0.14766 -6.30878 0.00 0.00 0.01
H -4.65968 2.28270 -6.66811 0.00 0.00 0.01
H -4.40053 3.84118 -4.76342 0.00 -0.01 0.00
H -3.84148 2.97828 -2.52594 0.01 0.00 0.00
```
Positions in Å, forces in eV/Å.

Summary:
- energy relative to the best compared isomer or geometry (same formula, charge and spin) (eV) = 0.363
- frontier orbital gap (spin up / spin down) (eV) = 6.617 / 6.757
- <S²> = 0.77
- lowest unoccupied orbital energy (spin up / spin down) (eV) = -3.33 / -3.43
- E_HOMO (spin up / spin down) (eV) = -9.95 / -10.18
- molecular weight (g mol⁻¹) = 828.63
- charge = +1
- F_max (eV/Å) = 1.2
- 2S+1 = 2

Atom charges from the Mulliken analysis, given in e for atoms 1 to 8:
1. Ti -0.523
2. C -0.154
3. O -0.228
4. C 0.711
5. C -0.865
6. C -0.793
7. C -0.832
8. C -0.494